[1]
Entry from the OMol25 dataset: 2 unconnected molecules or ions with the total composition C5H12NO2S in a non-equilibrium geometry (ωB97M-V with the def2-TZVPD basis set).

Calculated values
HOMO   -12.95 eV
Strongest force on any atom   3.931 eV/Å
Energy relative to the best compared isomer or geometry (same formula, charge and spin)   3.298 eV

Structure (ORCA input):
```
! RIJCOSX wB97M-V def2-TZVPD def2/J DEFGRID3
* xyz 1 1
C 0.04 0.57 -0.87
C -2.62 0.10 -0.20
C 1.19 0.15 1.40
C 2.23 -0.64 -0.67
C 0.81 -0.40 0.01
N 0.05 1.86 -0.60
O -3.53 -0.84 -0.40
O -2.90 0.88 0.74
S -0.09 -1.93 0.14
H -0.46 0.35 -1.83
H 1.15 -0.78 2.04
H 0.39 0.88 1.80
H 2.28 0.58 1.49
H 2.59 0.30 -0.88
H 2.73 -1.12 0.11
H 2.27 -1.38 -1.58
H 0.62 2.29 0.12
H -0.67 2.50 -1.05
H -3.31 -1.54 -1.01
H -3.70 0.96 1.22
H 0.95 -2.78 0.03
*
```

These are the Mulliken partial charges, in e, on atoms 1 to 8: C -0.513; C 0.093; C -1.460; C -1.718; C 1.242; N -0.218; O -0.427; O -0.254


[2]
Entry from the OMol25 dataset: 2 unconnected molecules or ions with the total composition O5S2 in a non-equilibrium geometry (ωB97M-V with the def2-TZVPD basis set).

Calculated values
HOMO (alpha / beta)   0.34 / 0.70 eV
Strongest force on any atom   2.096 eV/Å
Energy relative to the best compared isomer or geometry (same formula, charge and spin)   3.548 eV

Structure (ORCA input):
```
! RIJCOSX wB97M-V def2-TZVPD def2/J DEFGRID3
* xyz -2 3
O 2.37 1.21 1.42
O -1.63 -0.08 -1.23
O 1.22 -0.01 -1.95
O -1.20 1.22 0.84
O -1.21 -1.13 0.92
S 1.20 -0.29 -0.50
S -0.95 0.02 0.05
*
```

Here is what Mulliken gives for the atomic charges, in e: O -0.779; O -0.629; O -0.542; O -0.615; O -0.667; S 0.286; S 0.946


[3]
Entry from the OMol25 dataset: a molecular structure, C27H19FeI2N7OS3 (ωB97M-V with the def2-TZVPD basis set).

Calculated values
HOMO   -1.40 eV
Strongest force on any atom   0.758 eV/Å
Energy relative to the best compared isomer or geometry (same formula, charge and spin)   0.000 eV

Structure (ORCA input):
```
! RIJCOSX wB97M-V def2-TZVPD def2/J DEFGRID3
* xyz -2 1
Fe -0.60 0.11 -0.32
C 3.85 -4.03 1.59
C 3.24 -2.86 2.36
N 3.43 -1.58 1.71
C 2.72 -1.23 0.55
S 3.48 -0.11 -0.49
N 1.57 -1.85 0.46
N 0.56 -1.52 -0.37
C -0.01 -2.50 -0.97
C 0.52 -3.90 -0.93
C -1.24 -2.19 -1.69
C -1.93 -3.12 -2.45
C -3.15 -2.78 -3.01
C -3.65 -1.51 -2.80
C -2.88 -0.62 -2.07
N -1.70 -0.94 -1.54
H 3.67 -4.98 2.10
H 3.42 -4.08 0.59
H 4.94 -3.90 1.48
H 2.17 -3.02 2.49
H 3.69 -2.80 3.36
H 4.37 -1.25 1.64
H 1.10 -4.02 -0.02
H -0.29 -4.63 -0.94
H 1.18 -4.10 -1.79
H -1.51 -4.11 -2.59
H -3.72 -3.50 -3.59
H -4.60 -1.20 -3.20
H -3.20 0.40 -1.90
I -3.18 -2.33 3.42
C -1.69 -0.87 3.51
C -1.26 -0.37 4.75
C -0.31 0.61 4.79
I 0.23 1.36 6.69
C 0.29 1.14 3.62
C 1.23 2.18 3.55
C 1.70 2.58 2.34
C 1.26 1.93 1.16
N 0.40 0.96 1.19
C -0.12 0.58 2.38
C -1.17 -0.42 2.29
O -1.55 -0.79 1.14
H -1.67 -0.76 5.66
H 1.57 2.67 4.46
H 2.41 3.38 2.26
H 1.64 2.20 0.18
S -2.00 1.98 -0.26
C -1.44 2.96 -1.57
C -2.03 4.21 -1.83
C -1.66 4.99 -2.92
C -2.28 6.28 -3.12
N -2.77 7.31 -3.27
C -0.67 4.52 -3.80
C -0.05 3.31 -3.53
C -0.38 2.52 -2.42
S 0.47 1.05 -2.09
C -0.32 5.27 -4.98
N -0.03 5.85 -5.93
H -2.80 4.56 -1.17
H 0.73 2.96 -4.20
*
```

These are the Mulliken partial charges, in e, on atoms 1 to 8: Fe -0.360; C -1.107; C -0.408; N -0.156; C -0.086; S -0.480; N -0.791; N 1.147


[4]
Entry from the OMol25 dataset: 2 unconnected molecules or ions with the total composition CH3N2O2 in a non-equilibrium geometry (ωB97M-V with the def2-TZVPD basis set).

Calculated values
HOMO   -1.70 eV
Strongest force on any atom   2.549 eV/Å
Energy relative to the best compared isomer or geometry (same formula, charge and spin)   1.780 eV

Structure (ORCA input):
```
! RIJCOSX wB97M-V def2-TZVPD def2/J DEFGRID3
* xyz -1 1
C -1.58 0.14 0.02
N 1.49 0.14 -0.21
N 0.51 -1.02 0.11
O -2.33 -0.75 -0.12
O -1.28 1.29 0.09
H 1.56 0.09 -1.23
H 1.09 0.95 0.23
H 0.54 -0.84 1.12
*
```

Here is what Mulliken gives for the atomic charges, in e: C 0.522; N -0.544; N -0.627; O -0.454; O -0.463; H 0.211; H 0.231; H 0.124


[5]
Entry from the OMol25 dataset: a molecular structure, C24H23N3OReS3Se in a non-equilibrium geometry (ωB97M-V with the def2-TZVPD basis set).

Calculated values
HOMO (alpha / beta)   -14.00 / -14.05 eV
Strongest force on any atom   1.264 eV/Å
Energy relative to the best compared isomer or geometry (same formula, charge and spin)   0.000 eV

Structure (ORCA input):
```
! RIJCOSX wB97M-V def2-TZVPD def2/J DEFGRID3
* xyz 2 2
Re 0.06 0.50 3.37
S 1.74 0.19 1.82
C 1.14 -1.14 0.89
N 1.94 -1.92 0.25
C 1.41 -3.10 -0.46
C 0.10 -2.74 -1.09
N -0.81 -2.22 -0.05
C -2.25 -2.50 -0.27
C -2.72 -1.83 -1.54
C -3.05 -2.61 -2.64
C -3.48 -2.00 -3.81
C -3.56 -0.62 -3.89
C -3.22 0.16 -2.79
C -2.80 -0.44 -1.62
C -0.35 -1.42 0.85
S -1.38 -0.64 1.97
C 3.41 -1.73 0.14
C 3.74 -1.23 -1.25
C 4.38 -2.07 -2.15
C 4.67 -1.62 -3.43
C 4.32 -0.34 -3.81
C 3.68 0.51 -2.91
C 3.39 0.07 -1.63
H 1.30 -3.91 0.27
H 2.13 -3.40 -1.21
H -0.36 -3.61 -1.56
H 0.23 -1.97 -1.86
H -2.81 -2.18 0.60
H -2.34 -3.58 -0.36
H -3.01 -3.69 -2.58
H -3.75 -2.61 -4.67
H -3.89 -0.15 -4.81
H -3.30 1.24 -2.85
H -2.56 0.17 -0.75
H 3.86 -2.71 0.30
H 3.75 -1.06 0.92
H 4.68 -3.07 -1.84
H 5.18 -2.28 -4.12
H 4.55 0.01 -4.81
H 3.42 1.52 -3.20
H 2.91 0.74 -0.92
Se -0.46 2.62 4.08
C -1.33 4.31 3.78
C -0.51 5.41 3.63
C -1.13 6.65 3.50
C -2.52 6.75 3.52
C -3.30 5.61 3.68
C -2.71 4.37 3.81
H 0.56 5.33 3.62
H -0.52 7.54 3.38
H -2.99 7.72 3.43
H -4.38 5.70 3.71
H -3.31 3.48 3.95
O 1.13 -3.11 3.85
S 0.76 -2.27 4.98
N 0.35 -0.85 4.58
*
```

These are the Mulliken partial charges, in e, on atoms 1 to 8: Re 0.604; S -0.214; C 0.327; N 0.273; C -0.820; C -0.624; N 0.099; C -1.596


[6]
Entry from the OMol25 dataset: 2 unconnected molecules or ions with the total composition C3H11NOS in a non-equilibrium geometry (ωB97M-V with the def2-TZVPD basis set).

Calculated values
HOMO   -8.91 eV
Strongest force on any atom   5.940 eV/Å
Energy relative to the best compared isomer or geometry (same formula, charge and spin)   2.408 eV

Structure (ORCA input):
```
! RIJCOSX wB97M-V def2-TZVPD def2/J DEFGRID3
* xyz 0 1
C -2.06 1.06 -0.54
C -2.67 -0.08 0.22
S -1.49 -1.25 1.30
H -2.31 0.99 -1.53
H -2.15 2.16 -0.19
H -0.89 1.02 -0.46
H -3.29 -0.67 -0.43
H -3.43 0.27 0.97
H -1.77 -2.33 0.51
N 2.73 0.63 0.47
C 1.98 -0.32 -0.18
O 2.80 -1.29 -0.78
H 2.99 0.96 1.44
H 3.36 1.10 -0.22
H 1.38 0.13 -0.89
H 1.22 -1.00 0.51
H 3.57 -1.36 -0.22
*
```

These are the Mulliken partial charges, in e, on atoms 1 to 8: C -0.627; C -0.513; S -0.292; H 0.285; H 0.273; H 0.011; H 0.412; H 0.297


[7]
Entry from the OMol25 dataset: a molecular structure, C39H35ClN2Si2Ta in a non-equilibrium geometry (ωB97M-V with the def2-TZVPD basis set).

Calculated values
HOMO (alpha / beta)   -14.49 / -14.65 eV
Strongest force on any atom   6.345 eV/Å

Structure (ORCA input):
```
! RIJCOSX wB97M-V def2-TZVPD def2/J DEFGRID3
* xyz 3 1
C -2.27 -0.88 4.17
C -2.69 -0.19 2.99
C -2.38 -1.03 1.85
H -3.26 0.74 2.93
C -1.74 -2.21 2.36
C -1.66 -2.11 3.78
H -1.32 -2.91 4.44
H -2.48 -0.55 5.20
H -2.66 -0.84 0.82
H -1.44 -3.06 1.75
Ta -0.52 -0.47 2.82
Si -1.17 -0.51 -3.08
C -0.78 1.12 -3.99
C 0.34 1.16 -4.82
H 1.05 0.32 -4.83
C 0.59 2.25 -5.67
H 1.46 2.24 -6.32
C -0.30 3.33 -5.67
H -0.13 4.17 -6.35
C -1.40 3.32 -4.82
H -2.08 4.18 -4.81
C -1.65 2.23 -3.98
H -2.51 2.23 -3.31
C -0.59 -1.70 -4.41
C -1.20 -1.69 -5.69
H -2.00 -0.98 -5.91
C -0.78 -2.60 -6.67
H -1.25 -2.59 -7.65
C 0.24 -3.51 -6.39
H 0.53 -4.25 -7.13
C 0.89 -3.47 -5.16
H 1.71 -4.14 -4.93
C 0.49 -2.56 -4.18
H 1.02 -2.51 -3.22
H -2.63 -0.62 -3.21
Si 1.93 0.46 -1.54
C 1.28 -1.22 -1.11
C -0.10 -1.54 -1.21
H -0.91 -0.72 -1.27
C -0.54 -2.82 -0.85
H -1.60 -3.06 -0.94
C 0.35 -3.80 -0.39
H 0.00 -4.81 -0.13
C 1.71 -3.48 -0.29
H 2.41 -4.23 0.07
C 2.17 -2.21 -0.65
H 3.22 -1.96 -0.57
C 0.74 1.85 -1.19
C -0.46 1.70 -0.48
H -0.76 0.73 -0.09
C -1.30 2.77 -0.20
H -2.22 2.59 0.35
C -0.95 4.06 -0.62
H -1.57 4.92 -0.35
C 0.21 4.22 -1.39
H 0.48 5.21 -1.74
C 1.04 3.13 -1.70
H 1.95 3.27 -2.28
H 3.14 0.70 -0.82
Cl 1.41 0.27 1.66
C -0.64 3.62 4.77
C 0.22 3.49 5.86
C 0.86 2.28 6.10
C 0.60 1.19 5.24
N -0.27 1.33 4.19
C -0.86 2.52 3.95
C 1.28 -0.11 5.38
C 2.28 -0.37 6.32
C 2.87 -1.62 6.36
C 2.50 -2.58 5.43
C 1.53 -2.27 4.47
N 0.91 -1.07 4.46
H -1.14 4.56 4.53
H 0.38 4.32 6.54
H 1.56 2.15 6.92
H -1.48 2.58 3.06
H 2.56 0.42 7.01
H 3.63 -1.84 7.12
H 2.93 -3.57 5.41
H 1.23 -2.98 3.69
*
```

These are the Mulliken partial charges, in e, on atoms 1 to 8: C -0.211; C -0.745; C -0.368; H 0.669; C -0.168; C -0.854; H 0.585; H 0.494


[8]
Entry from the OMol25 dataset: C22H20N2O10S2 in the gas phase (ωB97M-V with the def2-TZVPD basis set).

Calculated values
HOMO   -9.05 eV
Strongest force on any atom   0.997 eV/Å
Energy relative to the best compared isomer or geometry (same formula, charge and spin)   0.261 eV

Structure (ORCA input):
```
! RIJCOSX wB97M-V def2-TZVPD def2/J DEFGRID3
* xyz 0 1
C -1.38 2.85 -0.31
O -0.54 1.82 -0.82
C -0.36 0.70 -0.10
C -0.74 0.54 1.23
C -0.56 -0.69 1.88
O -0.93 -0.93 3.13
C -1.63 0.06 3.87
C 0.05 -1.74 1.18
S -0.06 -3.46 1.70
O 1.20 -4.11 1.52
O -0.73 -3.60 2.95
N -1.05 -4.07 0.46
C -1.95 -3.18 -0.10
C -2.73 -2.40 0.76
C -3.44 -1.33 0.26
C -3.43 -1.05 -1.10
C -4.01 0.21 -1.58
O -4.15 1.19 -0.89
O -4.36 0.19 -2.87
C -2.76 -1.91 -1.98
C -2.02 -2.97 -1.48
C 0.48 -1.55 -0.12
C 0.28 -0.35 -0.75
S 0.62 -0.21 -2.50
O -0.60 0.05 -3.21
O 1.40 -1.34 -2.89
N 1.53 1.19 -2.65
C 2.47 1.50 -1.68
C 3.21 0.48 -1.09
C 4.14 0.77 -0.11
C 4.34 2.09 0.30
C 5.31 2.45 1.35
O 5.49 3.56 1.77
O 5.99 1.39 1.82
C 3.61 3.11 -0.31
C 2.68 2.82 -1.28
H -1.42 3.60 -1.09
H -0.96 3.29 0.60
H -2.39 2.47 -0.12
H -1.23 1.35 1.74
H -1.00 0.94 4.04
H -2.55 0.35 3.37
H -1.86 -0.41 4.82
H -0.51 -4.61 -0.20
H -2.71 -2.63 1.82
H -4.01 -0.69 0.92
H -4.68 1.07 -3.15
H -2.77 -1.71 -3.03
H -1.46 -3.60 -2.14
H 0.96 -2.36 -0.66
H 0.96 1.96 -2.96
H 3.06 -0.53 -1.43
H 4.71 -0.02 0.35
H 6.62 1.69 2.51
H 3.78 4.13 0.02
H 2.11 3.61 -1.75
*
```

These are the Mulliken partial charges, in e, on atoms 1 to 8: C -1.030; O -0.258; C -0.421; C -0.238; C 0.512; O -0.423; C -0.922; C -0.246


[9]
Entry from the OMol25 dataset: C5H3N in the gas phase in a non-equilibrium geometry (ωB97M-V with the def2-TZVPD basis set).

Calculated values
HOMO (alpha / beta)   -8.99 / -8.68 eV
Strongest force on any atom   3.546 eV/Å
Energy relative to the best compared isomer or geometry (same formula, charge and spin)   4.793 eV

Structure (ORCA input):
```
! RIJCOSX wB97M-V def2-TZVPD def2/J DEFGRID3
* xyz 0 1
C -0.25 -1.36 0.13
C 0.15 -0.79 -1.11
C -0.48 -0.38 1.04
C -0.11 0.53 -0.92
C -0.12 0.92 0.77
N 0.34 1.98 1.14
H -0.49 -2.48 0.30
H 0.41 -1.24 -1.97
H 0.55 2.81 0.61
*
```

These are the Mulliken partial charges, in e, on atoms 1 to 8: C 0.016; C -0.618; C -0.650; C -0.201; C 0.923; N -0.539; H 0.307; H 0.473


[10]
Entry from the OMol25 dataset: 2 unconnected molecules or ions with the total composition CH5NO in a non-equilibrium geometry (ωB97M-V with the def2-TZVPD basis set).

Calculated values
HOMO   -10.19 eV
Strongest force on any atom   2.370 eV/Å
Energy relative to the best compared isomer or geometry (same formula, charge and spin)   0.885 eV

Structure (ORCA input):
```
! RIJCOSX wB97M-V def2-TZVPD def2/J DEFGRID3
* xyz 0 1
C 0.82 1.61 -0.59
N -0.14 1.13 -1.29
H 0.51 2.43 0.05
H 1.89 1.49 -0.61
H 0.05 0.34 -1.90
O -1.14 -2.34 1.84
H -1.63 -2.70 1.09
H -0.37 -1.97 1.40
*
```

Here is what Mulliken gives for the atomic charges, in e: C -0.232; N -0.479; H 0.231; H 0.259; H 0.224; O -0.636; H 0.319; H 0.314


[11]
Entry from the OMol25 dataset: a molecular structure, C32H56BaN3OP2 in a non-equilibrium geometry (ωB97M-V with the def2-TZVPD basis set).

Calculated values
HOMO   -8.14 eV
Strongest force on any atom   4.182 eV/Å
Energy relative to the best compared isomer or geometry (same formula, charge and spin)   1.306 eV

Structure (ORCA input):
```
! RIJCOSX wB97M-V def2-TZVPD def2/J DEFGRID3
* xyz 1 1
C -0.93 -2.43 -1.89
C 1.33 -1.90 -1.56
C -0.61 -3.60 -2.57
C 1.69 -3.15 -2.13
C 0.73 -3.99 -2.65
H -1.42 -4.19 -3.01
H 2.75 -3.41 -2.19
H 0.98 -4.94 -3.11
N -0.01 -1.64 -1.31
P -2.90 -1.05 -0.36
P 2.74 0.63 -0.66
C -2.42 -2.03 -1.83
H -2.66 -1.44 -2.73
H -3.03 -2.94 -1.89
C -0.16 3.20 2.25
O -0.21 4.32 2.51
C 2.41 -0.99 -1.27
H 3.38 -1.51 -1.37
C 3.96 1.24 -2.06
C 3.64 0.41 1.08
C -4.19 0.26 -0.90
C -3.52 -2.43 0.79
C 3.65 2.73 -2.25
H 3.92 3.32 -1.36
H 4.21 3.12 -3.11
H 2.58 2.88 -2.44
C 5.44 1.06 -1.73
H 5.75 1.60 -0.83
H 5.73 0.01 -1.65
H 6.02 1.48 -2.57
C 3.64 0.48 -3.35
H 4.12 0.98 -4.21
H 4.00 -0.56 -3.33
H 2.56 0.45 -3.53
C 4.15 1.79 1.53
H 3.31 2.49 1.66
H 4.65 1.68 2.50
H 4.86 2.23 0.83
C 2.61 -0.09 2.11
H 1.86 0.68 2.38
H 2.11 -1.04 1.80
H 3.13 -0.32 3.05
C 4.77 -0.62 0.97
H 5.59 -0.29 0.33
H 5.19 -0.77 1.98
H 4.40 -1.59 0.61
C -3.97 -1.78 2.11
H -4.35 -2.58 2.77
H -3.14 -1.28 2.63
H -4.78 -1.05 1.97
C -2.32 -3.36 1.08
H -1.92 -3.83 0.17
H -1.50 -2.85 1.60
H -2.68 -4.17 1.74
C -4.66 -3.25 0.17
H -4.95 -4.02 0.91
H -5.55 -2.64 -0.04
H -4.37 -3.77 -0.75
C -4.02 0.61 -2.39
H -4.37 -0.20 -3.04
H -4.63 1.50 -2.61
H -2.98 0.85 -2.64
C -3.89 1.52 -0.04
H -2.91 1.96 -0.29
H -4.65 2.29 -0.26
H -3.92 1.31 1.04
C -5.63 -0.20 -0.67
H -5.89 -1.05 -1.31
H -5.84 -0.45 0.38
H -6.30 0.63 -0.95
Ba -0.22 0.18 0.80
N 0.22 1.31 -1.55
C 0.55 1.53 -2.66
C 0.26 2.27 -3.98
C 1.23 1.92 -5.09
C -1.14 1.88 -4.42
C 0.32 3.77 -3.69
H 2.25 2.24 -4.85
H 1.22 0.84 -5.29
H 0.93 2.44 -6.01
H -1.89 2.24 -3.71
H -1.36 2.31 -5.40
H -1.22 0.78 -4.49
H 0.07 4.34 -4.60
H -0.40 4.04 -2.90
H 1.32 4.08 -3.37
C 0.36 0.41 6.54
C -0.82 -0.41 5.98
C -0.83 -0.43 4.52
N -0.85 -0.46 3.36
H 1.31 0.00 6.20
H 0.37 0.38 7.64
H 0.28 1.45 6.23
H -0.77 -1.45 6.33
H -1.78 0.02 6.31
*
```

These are the Mulliken partial charges, in e, on atoms 1 to 8: C -0.031; C -0.197; C -0.937; C -1.314; C -0.743; H 0.449; H 0.433; H 0.398


Q: Among the records above, which one has the highest strongest force on any atom?
A: C39H35ClN2Si2Ta


Q: Which of these has the lowest strongest force on any atom?
A: C27H19FeI2N7OS3